The following is a quantum chemistry calculation of a molecular structure, CaH2O at a distorted geometry, from the Open Molecules 2025 dataset.

Geometry as XYZ:
```
4
Properties=species:S:1:pos:R:3:forces:R:3:lowdin_charge:R:1
O 0.329391 0.218981 0.023635 -0.506 -0.222 -0.519 -0.115
H 1.086892 0.550835 0.556843 -0.586 -0.319 -0.186 0.108
H 0.490476 0.569987 -0.881406 0.032 -0.161 0.697 0.096
Ca -1.906759 -1.339803 0.300928 1.060 0.702 0.008 1.911
```
Forces are in eV/Å.

**Lowest unoccupied orbital energy**: -11.40 eV
**Total charge**: +2
**Energy above the lowest of the compared OMol25 structures with the same formula, charge and spin**: 0.452 eV

---

The following is a quantum chemistry calculation of a gas-phase ion, CH3N4O (charge +1) at a distorted geometry, from the Open Molecules 2025 dataset.

Geometry as XYZ:
```
9
Properties=species:S:1:pos:R:3:forces:R:3:lowdin_charge:R:1
N -1.795346 0.075651 0.001580 2.368 -2.304 -2.875 0.189
N -0.324669 0.435255 -0.112383 1.243 -0.606 -0.070 0.059
N 0.365706 -0.620880 0.038194 -3.860 0.828 -0.052 -0.014
N 1.632009 -0.574269 -0.011391 -0.485 -1.060 -0.394 0.127
C 2.616411 0.122327 -0.111712 0.729 0.494 0.977 -0.205
O 3.677409 0.499887 0.022463 1.083 0.864 -0.582 0.305
H -2.100224 0.507464 0.800723 -1.168 1.800 2.649 0.104
H -1.801375 -0.991148 0.237225 -0.636 1.770 -1.370 0.210
H -2.269920 0.545717 -0.864697 0.727 -1.786 1.715 0.226
```
Forces are in eV/Å.

**Lowest unoccupied orbital energy**: -5.46 eV
**Total charge**: +1
**SMILES**: [NH3+]/N=N/N=C=O
**Energy above the lowest of the compared OMol25 structures with the same formula, charge and spin**: 1.808 eV

---

The following is a quantum chemistry calculation of a molecular structure, C4H5CrO6 at a distorted geometry, from the Open Molecules 2025 dataset.

Geometry as XYZ:
```
16
Properties=species:S:1:pos:R:3:forces:R:3:lowdin_charge:R:1
C 0.375738 0.622435 -0.721531 0.248 0.216 0.042 -0.219
C 0.561836 -0.715024 -0.044002 0.177 -0.374 -0.971 -0.107
O 0.206477 -0.559524 1.344217 -0.161 -0.828 1.349 0.091
O -0.949924 1.099925 -0.658082 -0.138 -0.232 0.754 -0.048
H 0.621188 0.492818 -1.783837 -0.034 0.083 0.277 0.134
H 1.077040 1.353782 -0.288559 -0.102 -0.150 -0.124 0.140
H 1.609369 -1.033397 -0.114733 -0.251 0.026 0.014 0.146
H -0.095220 -1.473186 -0.489480 0.158 0.159 0.155 0.152
H -1.204806 1.195525 0.281819 0.131 0.073 -0.736 0.117
C 0.423296 -1.566132 2.159008 -0.023 2.807 -2.038 -0.700
O 0.978944 -2.635889 1.771606 0.152 -1.055 0.404 -0.018
O 0.159496 -1.409993 3.388892 -0.114 -0.623 0.783 -0.005
Cr 0.926383 -3.161153 3.646861 0.021 -0.143 0.117 1.344
O -0.614115 2.200943 -3.367007 0.157 -0.064 0.472 0.193
O -2.531873 3.002860 -2.338784 0.628 -0.218 0.176 0.207
C -1.543828 2.586009 -2.786389 -0.848 0.323 -0.673 -0.427
```
Forces are in eV/Å.

**Multiplicity**: 5
**Lowest unoccupied orbital energy (spin up / spin down)**: -6.24 / -6.27 eV
**Total charge**: +1
**Energy above the lowest of the compared OMol25 structures with the same formula, charge and spin**: 0.000 eV

---

The following is a quantum chemistry calculation of 10 unconnected molecules or ions with the total composition C15H50O10 at a distorted geometry, from the Open Molecules 2025 dataset.

Geometry as XYZ:
```
75
Properties=species:S:1:pos:R:3:forces:R:3:lowdin_charge:R:1
C -3.212177 -0.379160 4.372905 0.332 -0.518 -0.839 -0.042
C -3.869817 0.227870 3.095955 0.796 -0.097 1.270 -0.443
C -3.795807 1.749450 3.115405 -1.077 0.731 0.689 -0.058
O -3.175307 -0.165040 1.914705 0.431 -0.354 0.016 -0.073
H -2.990017 -1.439350 4.251515 0.091 -0.114 -0.547 0.070
H -3.797947 -0.421780 5.291145 -0.347 0.817 -0.195 0.076
H -2.250937 0.103890 4.548365 -0.054 0.131 0.161 0.070
H -4.863487 -0.203700 2.975675 -0.405 0.540 0.351 0.133
H -2.806007 2.205720 3.101115 0.368 -0.689 -0.319 0.083
H -4.222877 2.204270 4.009185 -0.339 -0.311 0.220 0.081
H -4.372457 2.182370 2.297995 0.033 -0.026 -0.255 0.081
H -3.369107 0.572320 1.331325 0.347 -0.106 -0.771 0.055
C -1.143167 0.183030 -3.762715 0.387 0.834 -0.779 -0.053
C -1.552727 -0.745520 -2.672205 0.549 -0.520 -0.286 -0.448
C -2.226067 -2.006370 -3.144475 -0.743 -1.596 -0.018 -0.053
O -0.358577 -1.087660 -1.904105 -0.844 0.271 -0.978 -0.103
H -1.943467 0.356570 -4.482085 -0.296 0.007 0.182 0.085
H -0.288777 -0.133610 -4.360945 0.065 -0.337 0.282 0.082
H -0.864107 1.141260 -3.324515 0.056 0.102 -0.079 0.081
H -2.282457 -0.206070 -2.068395 0.113 -0.069 0.515 0.118
H -1.667247 -2.744040 -3.720385 0.851 0.453 -0.078 0.086
H -3.132857 -1.925980 -3.743955 -0.093 0.854 0.016 0.082
H -2.565857 -2.594310 -2.291855 -0.017 0.052 0.382 0.067
H -0.639077 -1.812180 -1.340195 0.045 -0.016 0.457 0.018
C 1.174643 1.829320 3.746445 -1.130 0.102 -0.551 -0.050
C 1.120833 2.755850 2.532525 1.740 1.224 1.610 -0.491
C 1.824433 4.084210 2.964585 0.085 -0.832 -0.612 -0.052
O 1.856213 2.183620 1.459155 -0.618 1.053 0.017 -0.066
H 2.108683 1.269430 3.793155 0.178 0.527 0.259 0.089
H 0.388053 1.077280 3.684705 -0.146 -0.082 0.055 0.064
H 0.950323 2.509880 4.567795 0.295 -0.712 0.597 0.070
H 0.105623 3.101880 2.338305 -0.379 -0.727 -0.668 0.120
H 2.894643 3.880030 2.997315 0.094 0.139 0.213 0.084
H 1.460443 4.373320 3.950495 0.093 0.169 -0.116 0.069
H 1.659223 4.895100 2.255165 -0.061 0.000 -0.037 0.067
H 1.229923 1.572800 1.063855 -0.245 -0.685 -0.717 0.030
C 0.890183 -3.746990 -0.075135 1.244 -0.430 -1.842 -0.035
C 2.190203 -4.353750 -0.736575 -3.611 0.393 -0.860 -0.513
C 3.389253 -3.883280 -0.115725 3.345 -0.461 0.791 -0.079
O 2.066893 -5.774020 -0.691685 0.638 -0.083 0.196 -0.041
H 0.687223 -4.334730 0.820115 -0.001 0.705 0.321 0.091
H 0.065423 -3.866740 -0.777655 -0.226 -0.394 -0.020 0.062
H 1.004313 -2.663400 -0.045095 0.016 -0.107 0.931 0.064
H 2.264783 -4.050300 -1.780815 -0.466 0.100 -0.290 0.116
H 4.239763 -4.240730 -0.696195 0.196 -0.558 -0.090 0.087
H 3.523833 -4.348060 0.860985 -0.019 0.551 0.369 0.096
H 3.629783 -2.821970 -0.177975 -0.910 0.209 0.520 0.087
H 1.170953 -5.987040 -0.962825 -0.013 -0.047 -0.057 0.081
C 2.506973 -1.711940 -3.540085 -0.399 0.643 0.606 -0.030
C 2.608473 -0.576880 -2.493995 2.622 -0.596 -0.124 -0.530
C 3.958653 0.069390 -2.412685 1.933 -0.106 0.275 -0.067
O 1.771583 0.503600 -2.688325 -1.646 0.079 -0.090 -0.047
H 2.296533 -1.204140 -4.481335 -0.191 -0.365 -0.177 0.082
H 1.707723 -2.374940 -3.208825 -0.291 0.086 -0.539 0.050
H 3.391403 -2.338450 -3.655675 0.254 0.295 0.192 0.074
H 2.408633 -0.957770 -1.492455 0.015 -0.518 0.144 0.121
H 4.385793 0.486670 -3.324565 -0.597 -0.028 -0.495 0.081
H 4.747033 -0.609400 -2.087425 -0.001 -0.290 0.255 0.072
H 3.940653 0.902750 -1.710335 -0.152 -0.099 0.142 0.079
H 1.134103 0.224080 -2.027205 -1.367 1.082 -0.295 0.042
O -1.669367 4.312390 0.471285 -0.667 -0.282 0.308 -0.046
H -0.864967 4.253170 -0.044155 0.871 0.115 -0.472 -0.009
H -1.769687 5.246800 0.653025 -0.146 0.160 0.061 0.058
O -0.129147 0.911020 0.112615 0.599 0.097 0.620 -0.018
H -0.941107 1.386200 -0.063855 -0.394 0.091 -0.337 0.008
H -0.314637 0.011060 -0.155525 0.005 -0.380 -0.389 0.018
O -2.606777 1.915000 -0.683785 -0.267 -0.617 0.091 -0.039
H -2.997127 2.141320 -1.527955 -0.040 -0.040 -0.272 0.063
H -2.370637 2.757230 -0.295045 -0.079 0.948 0.423 -0.003
O 0.874423 4.152700 -0.516035 -0.398 0.502 -0.229 -0.037
H 1.136533 3.627580 0.240135 0.513 -0.646 0.448 0.001
H 1.656143 4.186380 -1.067405 0.068 -0.058 -0.240 0.066
O -1.488557 -1.923740 0.262945 -0.038 -0.462 0.057 -0.035
H -2.134687 -2.625680 0.340545 -0.188 -0.175 0.117 0.070
H -1.743247 -1.288100 0.931765 -0.368 0.473 0.509 0.027
```
Forces are in eV/Å.

**Lowest unoccupied orbital energy**: 0.33 eV
**Total charge**: 0
**SMILES**: CC(C)O.CC(C)O.CC(C)O.CC(C)O.CC(C)O.O.O.O.O.O
**Energy above the lowest of the compared OMol25 structures with the same formula, charge and spin**: 1.711 eV

---

The following is a quantum chemistry calculation of a molecular structure, C7H14N3OS2 at a distorted geometry, from the Open Molecules 2025 dataset.

Geometry as XYZ:
```
27
Properties=species:S:1:pos:R:3:forces:R:3:lowdin_charge:R:1
C -0.802535 -1.276067 -0.501140 -3.678 -0.536 -0.894 -0.638
C 0.633252 -3.058158 -0.127531 2.609 -0.451 2.054 -0.165
C -0.610539 -3.822915 -0.353961 -2.696 -1.571 -1.483 -0.395
C 1.408129 -0.873465 -0.986912 2.288 3.011 -2.694 -0.103
C -0.821915 1.121332 -0.397692 1.548 1.009 -0.179 -0.417
C 0.923557 0.318512 1.764860 0.174 -0.802 0.911 -0.171
C -1.291380 2.362693 -1.135094 -1.557 -0.207 -0.310 -0.061
N 1.248428 2.416347 0.892807 2.230 4.220 2.262 -0.419
N 0.441529 -1.615588 -0.533833 0.924 -3.363 0.683 -0.187
N -1.256097 -0.069940 -0.857458 -1.604 1.042 0.368 0.036
O 1.716935 3.530126 0.215625 0.527 1.490 -1.244 -0.138
S -1.973033 -2.553472 -0.270576 0.584 -0.512 -0.066 1.012
S 0.871342 1.161548 0.173796 -1.164 -2.062 0.220 1.038
H 0.841935 -3.076266 0.974091 0.130 0.225 -0.858 0.142
H 1.530948 -3.548376 -0.659376 -1.405 1.207 0.696 0.169
H -0.559267 -4.307908 -1.387795 -0.507 0.651 1.366 0.113
H -1.011358 -4.604811 0.394879 1.536 1.187 -0.989 0.119
H 2.458050 -1.132948 -0.940062 -0.268 -0.614 0.357 0.109
H 1.201842 -0.256871 -1.892204 -0.078 -0.632 0.833 0.109
H 1.589257 0.890676 2.493700 -1.066 -0.776 -1.438 0.111
H 1.264030 -0.676865 1.580814 0.829 -0.625 -0.030 0.022
H -0.049174 0.124010 2.176546 -0.736 0.569 0.206 0.067
H -1.663677 3.123330 -0.375656 0.995 -0.558 -1.182 0.111
H -2.243992 2.098823 -1.782961 1.984 0.461 1.079 0.122
H -0.442442 2.663473 -1.815692 -1.310 0.404 0.716 0.101
H -2.255848 0.095556 -1.123162 1.060 -1.198 -0.131 0.179
H 2.435154 4.014637 0.722774 -1.351 -1.569 -0.253 0.133
```
Forces are in eV/Å.

**Lowest unoccupied orbital energy (spin up / spin down)**: -4.11 / -4.11 eV
**Total charge**: +1
**Energy above the lowest of the compared OMol25 structures with the same formula, charge and spin**: 4.553 eV